C17H25N3O8 | wB97M-V/def2-TZVPD

Output
strongest force on any atom = 0.0168 hartree/bohr
E_LUMO = -1.691 eV
E_HOMO = -0.3287 Eh
calculated total energy = -1428.84179 Ha
SMILES = N#COC1=C(COCOCCO)C(=O)C=CC1=O.CN(C)C=O.CN(C)C=O
orbital gap = 7.254 eV

Cartesian coordinates (Å):
N  4.965  -0.914  6.068
C  5.115  -0.712  4.950
O  5.274  -0.491  3.672
C  5.073  -1.645  2.884
C  3.856  -2.010  2.496
C  2.600  -1.269  2.857
O  1.694  -1.346  1.782
C  0.841  -0.250  1.611
O  -0.498  -0.527  1.984
C  -0.837  -1.898  2.134
C  -2.308  -1.933  2.514
O  -2.757  -3.259  2.274
C  3.748  -3.284  1.716
O  2.758  -3.972  1.759
C  4.964  -3.719  0.982
C  6.168  -3.304  1.376
C  6.307  -2.387  2.525
O  7.334  -2.247  3.145
H  2.859  -0.235  3.082
H  2.188  -1.719  3.768
H  1.158  0.606  2.207
H  0.874  0.035  0.559
H  -0.268  -2.366  2.936
H  -0.702  -2.462  1.211
H  -2.860  -1.197  1.929
H  -2.396  -1.691  3.576
H  -3.682  -3.324  2.527
H  4.836  -4.420  0.171
H  7.064  -3.657  0.886
C  -3.274  3.132  -0.576
N  -1.882  2.774  -0.376
C  -1.461  1.399  -0.592
C  -0.951  3.660  0.006
O  0.226  3.392  0.186
H  -3.911  2.560  0.100
H  -3.561  2.911  -1.602
H  -3.413  4.194  -0.377
H  -1.032  1.001  0.323
H  -0.701  1.366  -1.375
H  -2.315  0.799  -0.894
H  -1.352  4.678  0.149
C  -3.804  1.981  -6.682
N  -3.417  1.916  -5.286
C  -2.113  2.419  -4.883
C  -4.223  1.404  -4.342
O  -3.933  1.334  -3.161
H  -3.108  1.409  -7.298
H  -3.812  3.016  -7.029
H  -4.801  1.564  -6.805
H  -1.527  1.624  -4.422
H  -2.224  3.223  -4.154
H  -1.589  2.795  -5.757
H  -5.188  1.046  -4.736